C24H59IN2O12S7 | ωB97M-V with the def2-TZVPD basis set

Total energy = -5046.91175 Ha
Molecular weight = 919.11 u
Orbital gap = 0.3083 Ha
LUMO = 0.1 eV
Net charge = 0

Each line ends with the Löwdin charge.
Positions of all 105 atoms, in Å:
C (-3.91308, 3.55320, -2.41348)  -0.0996
C (-2.47628, 3.09651, -2.59991)  -0.2238
C (-1.86305, 2.84370, -1.25695)  -0.2441
O (-0.53227, 2.36180, -1.47119)  -0.0439
C (0.25864, 2.18528, -0.36395)  -0.4100
O (1.03018, 3.33357, 0.00717)  0.0428
N (0.25476, 4.30341, 0.59565)  0.0124
O (0.86584, 5.28721, 0.79251)  0.0426
C (1.37090, 1.23272, -0.92148)  -0.3989
O (2.27672, 1.59683, -1.60792)  0.1259
N (1.13869, -0.02893, -0.47135)  0.1109
C (-0.10598, -0.12227, 0.30350)  -0.7440
I (-1.58485, -0.76512, -1.15480)  1.1131
O (0.11757, -0.88571, 1.42203)  -0.0917
C (-0.60755, -2.09645, 1.61649)  -0.2780
C (-2.04188, -1.92420, 2.08796)  -0.0879
C (-0.17881, 1.32941, 0.80767)  -0.2320
C (-1.29106, 1.72556, 1.75707)  -0.0054
H (-4.46871, 2.84143, -1.81292)  0.0738
H (-3.93015, 4.49812, -1.88495)  0.0732
H (-4.42289, 3.63361, -3.35852)  0.0684
H (-1.91473, 3.83009, -3.15448)  0.1167
H (-2.51701, 2.15609, -3.13011)  0.1043
H (-1.91125, 3.71217, -0.61060)  0.1235
H (-2.44812, 2.05127, -0.81083)  0.0621
H (1.30231, -0.75329, -1.15497)  0.1300
H (-0.53564, -2.77591, 0.78720)  0.0771
H (-0.09548, -2.59575, 2.41683)  0.1168
H (-2.51286, -1.04238, 1.68148)  0.0302
H (-2.60122, -2.76524, 1.69630)  0.0599
H (-2.12131, -1.98521, 3.16099)  0.0792
H (0.70420, 1.36312, 1.43666)  0.1407
H (-0.90135, 2.46656, 2.43398)  0.0598
H (-2.18099, 2.12024, 1.29258)  0.0721
H (-1.57233, 0.87802, 2.36403)  0.0781
C (0.79617, 4.66213, 4.09347)  -0.2873
S (1.85119, 3.26908, 4.49547)  0.8281
O (1.29521, 2.08980, 3.77543)  -0.5407
C (1.34116, 3.13006, 6.21192)  -0.2670
H (0.93564, 4.87305, 3.04164)  0.0111
H (-0.24915, 4.40997, 4.28133)  0.0457
H (1.08870, 5.53460, 4.67777)  0.0574
H (0.26346, 2.97426, 6.26156)  0.0605
H (1.62060, 4.03867, 6.74496)  0.0530
H (1.85679, 2.27736, 6.64818)  0.0489
C (-0.78347, -7.12881, 0.00838)  -0.2647
S (-1.86068, -6.06415, 0.97775)  0.7981
O (-1.00900, -5.43215, 2.02395)  -0.5520
C (-2.77118, -7.39028, 1.76529)  -0.2543
H (-0.09470, -6.49773, -0.55013)  0.0503
H (-0.21935, -7.78844, 0.66974)  0.0593
H (-1.39242, -7.71217, -0.68099)  -0.0166
H (-2.07992, -8.03645, 2.30791)  0.0572
H (-3.30865, -7.95452, 1.00155)  0.0396
H (-3.47969, -6.94118, 2.45753)  0.0530
C (6.52384, 3.91468, -2.10986)  -0.2993
S (5.37811, 4.93089, -1.16934)  0.8051
O (6.18339, 5.69710, -0.18019)  -0.5627
C (4.60894, 3.56902, -0.29408)  -0.2662
H (7.14764, 4.57040, -2.71286)  0.0442
H (7.14979, 3.34133, -1.42600)  0.0455
H (5.96259, 3.24554, -2.76251)  0.0550
H (5.36662, 3.01919, 0.26584)  0.0613
H (4.11001, 2.91313, -1.00624)  0.0310
H (3.87252, 3.98132, 0.39197)  0.0406
C (-1.28559, 7.34570, 1.88660)  -0.2522
S (-1.69949, 6.94013, 3.59114)  0.7860
O (-2.48770, 5.67947, 3.55997)  -0.5469
C (-2.85831, 8.29657, 3.81110)  -0.2705
H (-0.59416, 6.59565, 1.49455)  0.0075
H (-2.19777, 7.33954, 1.28826)  0.0610
H (-0.81584, 8.32917, 1.85343)  0.0595
H (-3.64869, 8.22590, 3.06422)  0.0576
H (-2.32684, 9.24313, 3.71601)  0.0532
H (-3.28688, 8.21731, 4.80793)  0.0493
C (-5.02014, -2.68970, -1.40996)  -0.2830
S (-5.68544, -3.78566, -0.14149)  0.8111
O (-4.59349, -4.66824, 0.34750)  -0.5797
C (-6.66188, -4.78218, -1.27483)  -0.2696
H (-4.33032, -1.97645, -0.95683)  -0.0283
H (-4.49329, -3.27901, -2.16143)  0.0592
H (-5.84537, -2.14168, -1.86586)  0.0538
H (-6.00809, -5.23251, -2.02181)  0.0567
H (-7.41419, -4.15477, -1.75306)  0.0512
H (-7.15129, -5.56359, -0.69788)  0.0502
C (-2.30449, -10.94195, -2.39059)  -0.2595
S (-2.60645, -9.17189, -2.44558)  0.7919
O (-3.71282, -8.88421, -1.49675)  -0.5392
C (-3.29948, -9.15177, -4.10266)  -0.2638
H (-1.90085, -11.18348, -1.40975)  0.0522
H (-3.24097, -11.47743, -2.54543)  0.0596
H (-1.58027, -11.20941, -3.15987)  0.0548
H (-4.16847, -9.80824, -4.14375)  0.0593
H (-2.54167, -9.47677, -4.81521)  0.0548
H (-3.59890, -8.13090, -4.32896)  0.0504
C (8.73962, 0.29496, -3.07286)  -0.2667
S (9.09171, 1.92364, -3.74783)  0.7830
O (8.96244, 1.82570, -5.22228)  -0.5435
C (10.84811, 1.90575, -3.36556)  -0.2684
H (7.68666, 0.08145, -3.24363)  0.0500
H (9.35328, -0.45076, -3.57811)  0.0567
H (8.94354, 0.29448, -2.00193)  0.0535
H (11.31971, 1.05175, -3.85170)  0.0572
H (10.98333, 1.85245, -2.28524)  0.0535
H (11.28238, 2.82901, -3.74220)  0.0497

C24H60BF4N4Na3O12P | ωB97M-V with the def2-TZVPD basis set

Total energy = -3325.39569 Ha
Molecular weight = 783.51 u
Orbital gap = 0.1766 Ha
Energy above the lowest of the compared OMol25 structures with the same formula, charge and spin = 0.0 kJ/mol
LUMO = 1.6 eV
Net charge = -1

Each line ends with the Löwdin charge.
Positions of all 109 atoms, in Å:
Na (1.45831, 1.96206, -2.11947)  0.3153
Na (2.67614, 1.16675, 1.62462)  0.5817
Na (2.38320, -1.49325, -1.04305)  0.3626
B (-0.17787, -0.12060, 0.05716)  -1.2483
F (0.32248, -1.26737, 0.69658)  0.1273
F (0.25277, -0.13499, -1.28559)  0.1278
F (-1.58813, -0.03510, 0.01823)  0.1136
F (0.35065, 1.03838, 0.66514)  0.1180
P (3.89029, 0.96596, -1.03215)  -0.0600
O (3.90304, -0.07551, 0.15033)  -0.4765
O (3.14700, 2.28163, -0.61361)  -0.4447
O (3.04240, 0.32582, -2.21503)  -0.4615
O (5.25583, 1.33322, -1.55422)  -0.4267
C (2.65891, -7.01871, 2.49507)  -0.1280
O (2.29948, -5.83227, 1.83231)  -0.2368
C (3.36637, -4.88369, 1.82633)  -0.2081
C (3.00651, -3.70286, 0.96061)  -0.1873
N (3.25899, -3.83535, -0.47444)  -0.0385
C (2.53039, -4.92272, -1.16301)  -0.1850
C (1.07437, -4.61472, -1.40146)  -0.2225
O (0.97658, -3.42869, -2.15738)  -0.1705
C (-0.36324, -3.03043, -2.32878)  -0.0914
H (3.37034, -7.61422, 1.90357)  0.0889
H (1.75218, -7.60128, 2.64170)  0.0886
H (3.14197, -6.80920, 3.45812)  0.0897
H (4.24975, -5.36864, 1.37893)  0.1290
H (3.59116, -4.58008, 2.85543)  0.1245
H (3.56871, -2.83419, 1.31555)  0.1280
H (1.95116, -3.44909, 1.10655)  0.1132
H (4.23169, -4.09213, -0.61120)  0.1206
H (2.67626, -5.90392, -0.70257)  0.1121
H (2.98160, -4.99649, -2.16043)  0.1274
H (0.57743, -4.52668, -0.42388)  0.1267
H (0.63471, -5.45016, -1.96061)  0.1294
H (-0.98590, -3.74586, -2.88212)  0.0935
H (-0.38295, -2.07160, -2.84120)  0.0835
H (-0.85820, -2.86167, -1.35974)  0.0951
C (-3.01464, 4.40877, 1.98562)  -0.1107
O (-3.25248, 3.95078, 0.67648)  -0.1721
C (-2.16215, 3.20937, 0.18716)  -0.2271
C (-2.33074, 2.91539, -1.28504)  -0.2052
N (-3.32447, 1.88962, -1.53337)  -0.0343
C (-3.49355, 1.64075, -2.95382)  -0.2088
C (-4.62937, 0.68903, -3.28043)  -0.2222
O (-4.30700, -0.69643, -3.20557)  -0.1940
C (-4.29482, -1.23799, -1.89471)  -0.0994
H (-3.86018, 5.02756, 2.28518)  0.0839
H (-2.10183, 5.01736, 2.03984)  0.0867
H (-2.93506, 3.57099, 2.69146)  0.0771
H (-2.01848, 2.27660, 0.74870)  0.1095
H (-1.22371, 3.77267, 0.33625)  0.1235
H (-1.34579, 2.60024, -1.67112)  0.1158
H (-2.62239, 3.83698, -1.79758)  0.1207
H (-3.00591, 1.04985, -1.06754)  0.0718
H (-2.57487, 1.25144, -3.42850)  0.1252
H (-3.71388, 2.58668, -3.46191)  0.1185
H (-4.90006, 0.81045, -4.33527)  0.1159
H (-5.53561, 0.92262, -2.70607)  0.1205
H (-5.24877, -1.04432, -1.38909)  0.0888
H (-3.46691, -0.85753, -1.29450)  0.0634
H (-4.17757, -2.31560, -2.00689)  0.0837
C (0.82869, 0.45001, -4.60518)  -0.0670
O (0.22580, 1.64410, -4.09298)  -0.2280
C (0.43445, 2.79618, -4.90359)  -0.2078
C (0.16706, 4.05373, -4.11739)  -0.2003
N (1.13118, 4.22565, -3.04188)  -0.0523
C (0.87058, 5.32843, -2.13480)  -0.1939
C (1.82989, 5.20615, -0.98016)  -0.2555
O (3.09022, 5.56671, -1.47147)  -0.1782
C (4.07466, 5.54897, -0.47305)  -0.1057
H (0.80667, -0.24605, -3.77167)  0.0671
H (1.86818, 0.57761, -4.90836)  0.0996
H (0.19674, 0.08809, -5.42477)  0.0927
H (-0.24479, 2.75851, -5.77068)  0.1265
H (1.45477, 2.77705, -5.30882)  0.1308
H (-0.85528, 4.06928, -3.73328)  0.1107
H (0.20259, 4.89533, -4.83563)  0.1241
H (2.05730, 4.39228, -3.42893)  0.1386
H (-0.17395, 5.29175, -1.80922)  0.1143
H (1.03278, 6.33412, -2.55931)  0.1248
H (1.84771, 4.18388, -0.57266)  0.0992
H (1.51547, 5.86076, -0.14300)  0.1254
H (5.04467, 5.63432, -0.95641)  0.0904
H (4.03011, 4.60477, 0.07945)  0.0801
H (3.94809, 6.40189, 0.21300)  0.0807
C (0.25036, -5.23739, 4.11412)  -0.1125
O (-0.24938, -4.02824, 4.63036)  -0.1881
C (-0.17965, -2.97319, 3.68510)  -0.2211
C (-0.67714, -1.71229, 4.36297)  -0.2010
N (-0.27382, -0.54087, 3.57275)  -0.0398
C (-1.25786, 0.55220, 3.51695)  -0.2000
C (-1.61370, 1.09561, 4.88720)  -0.2196
O (-2.79721, 1.87013, 4.86655)  -0.1995
C (-3.98270, 1.10072, 4.84671)  -0.1099
H (-0.43144, -5.67907, 3.38062)  0.0952
H (0.34764, -5.91916, 4.96239)  0.0902
H (1.25189, -5.10171, 3.69017)  0.0641
H (-0.77688, -3.24053, 2.80545)  0.1343
H (0.86951, -2.80282, 3.40114)  0.1272
H (-0.18537, -1.67180, 5.33808)  0.1192
H (-1.76436, -1.75884, 4.51186)  0.1220
H (-0.16026, -0.83364, 2.60610)  0.0639
H (-2.18181, 0.25952, 2.98628)  0.1216
H (-0.82922, 1.33220, 2.88440)  0.1094
H (-0.81469, 1.76045, 5.22072)  0.1263
H (-1.72167, 0.28159, 5.61311)  0.1063
H (-3.90671, 0.25576, 5.54135)  0.0862
H (-4.21037, 0.73196, 3.84383)  0.0823
H (-4.77286, 1.76819, 5.18695)  0.0853

Q: Which of these has the lowest total energy?
A: C24H59IN2O12S7